Entry from OMol25: a 3-piece molecular cluster, C5H10O2 overall (ωB97M-V/def2-TZVPD).

Properties
- HOMO level: -7.758 eV
- Relative energy (zero: lowest compared OMol25 entry of this formula, charge and spin): 730.2 kJ/mol
- DFT total energy: -9435.4753 eV
- Frontier orbital gap: 3.9974 eV

```
! RIJCOSX wB97M-V def2-TZVPD def2/J DEFGRID3
* xyz 0 1
O -2.92 -0.05 1.29
C -3.33 0.14 0.12
O -2.63 0.17 -0.96
C 2.22 1.26 -0.11
C 2.17 -0.06 0.27
C 1.09 -0.83 0.67
C -0.28 -0.25 0.80
H -4.43 0.21 0.16
H 3.17 1.75 0.10
H 1.39 1.69 -0.64
H 0.80 -0.66 -2.67
H 3.08 -0.72 0.34
H 0.56 -0.80 -1.97
H 1.18 -1.83 0.22
H -0.35 0.59 0.10
H -1.14 -0.86 0.53
H -0.59 0.23 1.76
*
```